Version 1
C3H8N4S in the gas phase, computed with wB97M-V/def2-TZVPD.

Positions of all 16 atoms, in Å:
1 C -0.225 -1.326 -1.631
2 C -0.804 0.635 -0.471
3 C -0.161 0.231 0.795
4 H -0.930 -2.000 -2.096
5 H 0.710 -1.311 -2.232
6 H 0.064 -1.806 -0.701
7 H -1.849 1.979 0.558
8 H -2.038 2.120 -1.165
9 H 1.574 0.368 -0.204
10 H 1.651 -1.109 2.048
11 H 2.048 0.430 2.467
12 N -0.775 -0.008 -1.569
13 N -1.440 1.864 -0.365
14 N 1.166 0.203 0.692
15 N 2.017 -0.231 1.683
16 S -1.008 -0.041 2.192

Results
Molecular weight, g/mol: 132.19
E_HOMO, eV: -8.795
Frontier orbital gap, eV: 9.18
LUMO level, eV: 0.385
Structure (SMILES): C/N=C(/N)C(=S)NN
Total charge: 0



Version 2
C3H8N4S in the gas phase, computed with wB97M-V/def2-TZVPD.

Positions of all 16 atoms, in Å:
1 C 1.127 0.592 0.765
2 C 1.030 -0.160 -0.568
3 C -2.223 -0.046 -0.369
4 H -0.500 -0.219 1.712
5 H 0.906 -1.026 1.993
6 H 2.210 0.720 0.991
7 H 0.694 1.589 0.673
8 H 2.608 -1.116 -0.370
9 H -0.257 -0.609 -2.073
10 H -1.364 1.644 -1.111
11 H -3.106 0.553 -0.154
12 N 0.504 -0.087 1.891
13 N 1.848 -1.024 -0.992
14 N -0.052 0.163 -1.398
15 N -1.204 0.686 -0.864
16 S -2.220 -1.660 -0.125

Results
Molecular weight, g/mol: 132.19
E_HOMO, eV: -8.938
Frontier orbital gap, eV: 9.39
LUMO level, eV: 0.456
Structure (SMILES): [H]/N=C(\CN)NNC=S
Total charge: 0



Version 3
C3H8N4S in the gas phase, computed with wB97M-V/def2-TZVPD.

Positions of all 16 atoms, in Å:
1 C 0.852 1.418 -0.222
2 C 0.297 -1.060 -0.143
3 C -1.757 -0.174 0.900
4 H -0.124 1.475 -1.130
5 H 1.882 1.891 -0.569
6 H 0.424 1.637 0.997
7 H 3.174 -0.673 0.522
8 H 2.726 -0.506 -1.100
9 H 0.858 -2.084 -0.310
10 H -1.153 -0.119 1.917
11 H -3.212 -0.931 -0.929
12 N 1.257 -0.001 -0.010
13 N 2.667 -0.245 -0.152
14 N -0.994 -0.888 -0.075
15 N -2.963 0.217 0.838
16 S -3.936 0.043 -0.533

Results
Molecular weight, g/mol: 132.19
E_HOMO, eV: -7.959
Frontier orbital gap, eV: 8.52
LUMO level, eV: 0.559
Structure (SMILES): CN(N)/C=N\C=N/S
Total charge: 0



Most stable structure: version 1



Version 1
A gas-phase ion, C4H10NOS (charge -1), computed with wB97M-V/def2-TZVPD.

Positions of all 17 atoms, in Å:
1 C -1.037 -1.208 -1.477
2 C 0.037 -0.501 -0.643
3 C -0.640 0.223 0.527
4 S -1.122 -0.910 1.880
5 N 0.692 0.476 -1.517
6 C 1.392 1.650 -0.873
7 O 2.185 1.337 0.102
8 H -1.500 -2.007 -0.901
9 H -1.797 -0.461 -1.733
10 H -0.664 -1.603 -2.429
11 H 0.782 -1.188 -0.223
12 H -0.026 1.026 0.936
13 H -1.397 0.846 0.023
14 H -2.059 -0.042 2.284
15 H 0.766 0.107 -2.447
16 H 1.799 2.178 -1.789
17 H 0.558 2.369 -0.636

Results
Molecular weight, g/mol: 120.20
E_HOMO, eV: -2.500
Frontier orbital gap, eV: 5.69
LUMO level, eV: 3.187
Structure (SMILES): C[C@H](CS)NC[O-]
Total charge: -1



Version 2
2 unconnected molecules or ions with the total composition C4H10NOS, computed with wB97M-V/def2-TZVPD.

Positions of all 17 atoms, in Å:
1 C 0.921 0.355 -0.010
2 N 1.105 1.365 -0.887
3 C -0.064 1.765 -1.588
4 O -0.116 0.019 2.814
5 C 0.192 -0.945 -0.502
6 C -0.620 -1.531 0.611
7 S -1.582 -2.857 -0.059
8 H 0.232 0.719 0.817
9 H 1.871 0.102 0.455
10 H -0.450 0.919 -2.161
11 H 0.203 2.498 -2.342
12 H -0.921 2.109 -1.020
13 H -0.357 -0.837 -1.430
14 H 0.922 -1.706 -0.809
15 H 0.038 -1.750 1.431
16 H -1.304 -0.783 1.065
17 H -0.071 0.559 3.615

Results
Molecular weight, g/mol: 120.20
E_HOMO, eV: -3.305
Frontier orbital gap, eV: 3.99
LUMO level, eV: 0.689
Total charge: -1



Version 3
A gas-phase ion, C4H10NOS (charge -1), computed with wB97M-V/def2-TZVPD.

Positions of all 17 atoms, in Å:
1 C -0.429 1.508 0.659
2 N -1.110 0.776 -0.392
3 C -2.135 -0.294 0.047
4 O -1.890 -0.652 1.281
5 C 1.182 1.249 0.554
6 C 1.327 -0.354 0.482
7 S 1.434 -1.037 -1.263
8 H -0.503 2.607 0.701
9 H -0.824 1.049 1.503
10 H -1.545 1.185 -1.157
11 H -3.159 0.014 -0.047
12 H -1.981 -1.086 -0.674
13 H 1.520 1.722 1.499
14 H 1.519 1.695 -0.350
15 H 0.552 -0.925 0.994
16 H 2.185 -0.638 0.882
17 H 2.511 -1.901 -1.093

Results
Molecular weight, g/mol: 120.20
E_HOMO, eV: -2.413
Frontier orbital gap, eV: 5.78
LUMO level, eV: 3.365
Structure (SMILES): [O-]CNCCCS
Total charge: -1



Most stable structure: version 1



Version 1
A molecular structure, C12H15ClN2O6S4SbTi, computed with wB97M-V/def2-TZVPD.

Positions of all 42 atoms, in Å:
1 Ti -1.000 -0.638 0.481
2 O -2.604 -1.503 -3.212
3 C -2.003 -0.731 -2.473
4 O -2.111 -0.688 -1.212
5 C -1.077 0.332 -3.123
6 O -0.490 1.204 -2.181
7 C -1.392 2.094 -1.545
8 C -0.984 2.186 -0.055
9 O -1.108 3.221 0.560
10 O -0.479 1.093 0.391
11 H -3.899 -2.165 -2.060
12 H -0.248 -0.176 -3.626
13 H -1.656 0.886 -3.878
14 H -1.342 3.090 -2.006
15 H -2.429 1.737 -1.584
16 S -4.863 -2.534 -1.192
17 Sb -3.566 -2.394 0.890
18 S -1.329 -3.080 0.556
19 S -3.107 -0.107 1.473
20 S -4.688 -3.570 2.458
21 N 2.191 0.096 -1.319
22 C 1.624 -1.124 -1.275
23 N 2.332 -2.175 -1.769
24 O 0.477 -1.291 -0.854
25 H 3.087 0.255 -1.742
26 H 1.591 0.883 -1.112
27 H 3.334 -2.124 -1.853
28 H 1.950 -3.081 -1.536
29 Cl 2.533 -1.810 1.396
30 C 2.274 -0.170 1.919
31 C 3.305 0.740 1.799
32 C 3.080 2.058 2.156
33 C 1.832 2.439 2.635
34 C 0.825 1.514 2.776
35 C 1.001 0.163 2.405
36 C -0.092 -0.793 2.429
37 H 4.265 0.423 1.419
38 H 3.873 2.782 2.061
39 H 1.645 3.471 2.891
40 H -0.147 1.833 3.129
41 H -0.852 -0.525 3.176
42 H 0.243 -1.824 2.608

Results
Molecular weight, g/mol: 616.61
E_HOMO, eV: -5.166
Frontier orbital gap, eV: 7.13
LUMO level, eV: 1.964
Total charge: -1



Version 2
A molecular structure, C12H15ClN2O6S4SbTi, computed with wB97M-V/def2-TZVPD.

Positions of all 42 atoms, in Å:
1 Ti -1.163 -0.356 -0.727
2 O 0.772 -2.474 -3.727
3 C 0.753 -1.491 -2.999
4 O -0.296 -0.947 -2.492
5 C 2.109 -0.867 -2.637
6 O 2.057 0.280 -1.816
7 C 1.448 1.406 -2.408
8 C 0.461 2.047 -1.440
9 O 0.253 3.236 -1.442
10 O -0.102 1.194 -0.607
11 H -1.562 -2.275 -4.090
12 H 2.683 -1.617 -2.094
13 H 2.635 -0.661 -3.573
14 H 2.195 2.152 -2.682
15 H 0.874 1.136 -3.298
16 S -2.856 -2.319 -4.478
17 Sb -3.678 -1.505 -2.401
18 S -2.455 -2.481 -0.680
19 S -2.841 0.685 -2.059
20 S -5.912 -1.689 -2.400
21 N 1.853 -0.318 1.232
22 C 1.286 -1.485 0.912
23 N 1.756 -2.626 1.485
24 O 0.364 -1.554 0.082
25 H 2.656 -0.256 1.827
26 H 1.568 0.479 0.681
27 H 2.233 -2.556 2.366
28 H 1.129 -3.408 1.387
29 Cl -0.713 -1.439 3.525
30 C -0.468 0.269 3.200
31 C 0.419 0.944 4.028
32 C 0.677 2.284 3.802
33 C 0.032 2.929 2.750
34 C -0.851 2.239 1.944
35 C -1.136 0.874 2.131
36 C -2.043 0.162 1.212
37 H 0.897 0.409 4.839
38 H 1.371 2.818 4.441
39 H 0.225 3.976 2.551
40 H -1.323 2.743 1.111
41 H -2.860 0.805 0.896
42 H -2.449 -0.742 1.646

Results
Molecular weight, g/mol: 616.61
E_HOMO, eV: -5.425
Frontier orbital gap, eV: 7.47
LUMO level, eV: 2.043
Total charge: -1



Most stable structure: version 2



Version 1
17 unconnected molecules or ions with the total composition H34O17, computed with wB97M-V/def2-TZVPD.

Positions of all 51 atoms, in Å:
1 O -4.628 2.645 1.063
2 H -3.925 3.185 1.434
3 H -4.239 2.013 0.454
4 O -1.325 0.282 4.241
5 H -2.115 0.299 3.678
6 H -1.435 -0.284 5.009
7 O -0.116 -0.624 -3.172
8 H -0.283 -0.135 -2.358
9 H -0.894 -1.176 -3.296
10 O 0.207 -3.819 -0.819
11 H -0.476 -4.408 -1.130
12 H -0.292 -3.125 -0.358
13 O 0.893 5.818 0.892
14 H 1.663 5.652 1.444
15 H 1.269 6.150 0.061
16 O -1.473 5.610 -0.599
17 H -1.197 6.085 -1.388
18 H -0.755 5.745 0.042
19 O 3.696 -2.882 -0.901
20 H 3.417 -3.757 -0.597
21 H 3.336 -2.353 -0.174
22 O -1.730 -2.305 0.705
23 H -1.997 -3.054 1.273
24 H -2.571 -1.884 0.492
25 O 0.460 -1.489 3.529
26 H -0.092 -0.919 2.979
27 H 1.123 -1.664 2.838
28 O -2.565 0.594 1.794
29 H -1.667 0.299 1.622
30 H -3.214 -0.114 1.736
31 O 5.104 1.115 -2.984
32 H 4.462 0.679 -3.654
33 H 5.180 0.519 -2.201
34 O 1.927 0.608 -4.875
35 H 1.049 0.188 -4.852
36 H 2.076 0.740 -3.922
37 O -0.192 1.748 0.046
38 H -0.803 2.279 -0.481
39 H 0.036 2.147 0.890
40 O 0.674 -4.817 3.292
41 H 0.579 -3.896 3.488
42 H 0.272 -4.958 2.434
43 O -1.498 2.031 -2.921
44 H -0.770 1.473 -3.201
45 H -2.089 2.217 -3.645
46 O 3.289 -0.649 -2.842
47 H 3.509 -0.671 -3.790
48 H 3.365 -1.520 -2.399
49 O -1.799 -3.060 3.344
50 H -2.157 -3.874 3.707
51 H -1.291 -2.681 4.073

Results
Spin multiplicity: 2
Molecular weight, g/mol: 306.25
E_HOMO (spin up / spin down), eV: -12.649 / -12.649
⟨S²⟩: 0.76
Frontier orbital gap (spin up / spin down), eV: 8.93 / 1.86
LUMO level (spin up / spin down), eV: -3.717 / -10.789
Total charge: +1



Version 2
17 unconnected molecules or ions with the total composition H34O17, computed with wB97M-V/def2-TZVPD.

Positions of all 51 atoms, in Å:
1 O -0.007 1.197 -1.394
2 H -0.388 2.025 -1.726
3 H 0.544 1.017 -2.170
4 O 4.243 3.699 -1.450
5 H 3.415 4.067 -1.013
6 H 3.868 2.807 -1.648
7 O 0.763 3.419 -3.542
8 H 1.369 3.537 -4.270
9 H 1.055 3.560 -2.641
10 O -3.118 -4.634 0.633
11 H -2.579 -4.038 1.167
12 H -3.301 -4.060 -0.122
13 O 1.834 -4.506 -2.275
14 H 2.165 -3.694 -2.672
15 H 1.123 -4.159 -1.720
16 O 2.973 -0.794 -0.594
17 H 2.933 -1.015 0.340
18 H 2.085 -0.523 -0.847
19 O -2.818 2.550 2.758
20 H -3.270 1.806 3.164
21 H -3.416 3.301 2.780
22 O 5.019 -2.781 -1.269
23 H 4.736 -2.235 -0.546
24 H 4.372 -3.441 -1.517
25 O -4.551 1.122 -0.895
26 H -4.981 0.627 -1.587
27 H -3.845 0.553 -0.567
28 O -3.366 -0.958 -2.157
29 H -3.810 -0.565 -2.916
30 H -2.443 -0.750 -2.338
31 O -2.039 -0.105 0.493
32 H -2.140 -0.877 -0.056
33 H -1.262 0.451 0.538
34 O 4.172 3.231 0.956
35 H 4.352 4.178 0.852
36 H 5.053 2.818 1.021
37 O 1.629 3.837 -0.866
38 H 1.404 4.660 -0.442
39 H 0.993 3.240 -0.425
40 O -0.688 -3.055 3.665
41 H -0.696 -4.002 3.819
42 H -1.527 -2.647 3.901
43 O -0.314 -2.225 0.558
44 H 0.001 -1.450 1.022
45 H -0.748 -2.822 1.153
46 O 0.008 1.791 1.777
47 H 0.719 1.148 1.844
48 H -0.480 1.765 2.609
49 O -3.419 -1.907 3.462
50 H -3.173 -1.943 2.530
51 H -4.373 -1.775 3.407

Results
Spin multiplicity: 2
Molecular weight, g/mol: 306.25
E_HOMO (spin up / spin down), eV: -12.546 / -12.546
⟨S²⟩: 0.76
Frontier orbital gap (spin up / spin down), eV: 8.29 / 2.17
LUMO level (spin up / spin down), eV: -4.253 / -10.378
Total charge: +1



Most stable structure: version 2